# 1
DFT (ωB97M-V/def2-TZVPD) results for C39H33F10GeMgN8O2 as an isolated structure.

CARTESIAN COORDINATES (ANGSTROEM)
Mg1 -0.3496 -0.0662 0.7385
C1 2.9367 0.1159 0.9630
N1 1.8725 0.1828 -0.0231
C2 1.8916 -0.9674 -0.9074
C3 1.5283 -2.2509 -0.1332
N2 0.6433 -1.9222 0.9697
C4 0.3214 -2.8779 1.8448
C5 -0.3106 -2.4761 3.0499
F1 -0.4951 -1.1502 3.2457
C6 -0.7518 -3.3341 4.0256
F2 -1.3379 -2.8532 5.1315
C7 -0.5788 -4.7045 3.8831
F3 -0.9943 -5.5607 4.8379
C8 0.0499 -5.1539 2.7408
F4 0.2239 -6.4748 2.5628
C9 0.4829 -4.2787 1.7587
F5 1.0143 -4.8517 0.6496
C10 1.7607 1.4874 -0.6533
C11 1.2585 2.5123 0.3604
N3 0.1343 1.9533 1.0923
C12 -0.6594 2.7859 1.7751
C13 -0.5257 4.1655 2.0540
F6 0.5696 4.8585 1.6544
C14 -1.4845 4.8926 2.7378
F7 -1.2864 6.2074 2.9329
C15 -2.6357 4.3068 3.2226
F8 -3.5622 5.0252 3.8871
C16 -2.8009 2.9448 3.0117
F9 -3.8982 2.3243 3.4682
C17 -1.8434 2.2439 2.3279
F10 -2.0349 0.9114 2.1400
H1 3.9280 0.1404 0.4814
H2 2.8422 -0.8025 1.5404
H3 2.8646 0.9538 1.6538
H4 2.8761 -1.0971 -1.3887
H5 1.1522 -0.7869 -1.6877
H6 2.4474 -2.7329 0.2278
H7 1.0833 -2.9450 -0.8559
H8 1.0306 1.3973 -1.4609
H9 2.7170 1.8262 -1.0874
H10 0.9849 3.4085 -0.1996
H11 2.0810 2.8119 1.0253
O1 -3.1173 0.7358 -0.9017
C18 -2.1757 0.2910 -1.5619
O2 -1.0064 0.0252 -1.1158
C19 -2.3839 -0.0499 -3.0374
C20 -1.1729 0.2297 -3.9271
Ge1 -0.9151 2.1028 -4.4149
C21 0.7825 2.2810 -5.3690
C22 1.0190 3.3866 -6.1873
C23 2.2283 3.5439 -6.8485
C24 3.2269 2.5896 -6.7031
C25 3.0091 1.4827 -5.8978
C26 1.7951 1.3328 -5.2371
C27 -0.9401 3.4000 -2.9632
C28 0.1100 4.3070 -2.8104
C29 0.0784 5.2749 -1.8152
C30 -0.9946 5.3342 -0.9384
C31 -2.0364 4.4265 -1.0627
C32 -2.0152 3.4778 -2.0756
C33 -2.3173 2.5787 -5.6953
C34 -3.2687 3.5642 -5.4467
C35 -4.2577 3.8560 -6.3791
C36 -4.3059 3.1651 -7.5800
C37 -3.3613 2.1831 -7.8479
C38 -2.3791 1.8957 -6.9116
H12 -3.2888 0.4502 -3.3889
H13 -2.5952 -1.1253 -3.0585
H14 -1.2803 -0.2999 -4.8796
H15 -0.2778 -0.1573 -3.4396
H16 0.2456 4.1374 -6.3144
H17 2.3929 4.4104 -7.4774
H18 4.1732 2.7107 -7.2160
H19 3.7839 0.7353 -5.7782
H20 1.6450 0.4645 -4.6050
H21 0.9636 4.2655 -3.4784
H22 0.9043 5.9675 -1.7069
H23 -1.0075 6.0736 -0.1469
H24 -2.8605 4.4436 -0.3602
H25 -2.8309 2.7674 -2.1356
H26 -3.2389 4.1181 -4.5148
H27 -4.9904 4.6242 -6.1644
H28 -5.0762 3.3909 -8.3072
H29 -3.3904 1.6424 -8.7862
H30 -1.6423 1.1316 -7.1400
N4 -3.8113 -4.4651 0.0126
N5 -3.4926 -3.1920 0.4895
N6 -4.4070 -2.3491 0.9076
C39 -3.6513 -1.2941 1.1960
N7 -2.3572 -1.5226 0.9544
N8 -2.2760 -2.7528 0.4930
H31 -4.5204 -4.8227 0.6453
H32 -2.9646 -5.0143 0.1366
H33 -4.0331 -0.3585 1.5599

Forces on the atoms, in the same order (eV/Å):
Mg 0.113 -0.111 0.062
C -0.017 0.012 -0.001
N -0.087 -0.042 0.150
C 0.057 0.002 -0.057
C 0.039 0.013 -0.054
N -0.068 -0.001 -0.163
C -0.014 0.111 0.066
C -0.020 -0.071 0.095
F 0.024 0.038 -0.031
C 0.004 -0.012 -0.046
F -0.017 -0.003 0.033
C 0.016 0.045 -0.014
F -0.006 -0.025 0.022
C -0.006 0.067 -0.015
F 0.000 -0.054 -0.002
C 0.009 -0.055 0.028
F 0.008 0.011 -0.020
C 0.062 -0.016 -0.048
C 0.040 0.047 -0.067
N -0.036 0.016 0.108
C -0.019 -0.060 -0.027
C 0.011 0.008 0.019
F 0.041 -0.014 0.037
C 0.010 -0.024 -0.033
F 0.004 0.036 0.011
C -0.027 -0.040 -0.001
F -0.008 0.015 0.013
C 0.044 0.056 -0.026
F -0.020 -0.016 0.012
C -0.034 -0.002 0.041
F 0.007 0.008 0.029
H 0.001 0.013 0.009
H 0.013 -0.005 -0.015
H -0.016 -0.004 0.010
H -0.017 -0.002 -0.023
H -0.023 -0.004 0.023
H 0.001 0.009 0.025
H 0.009 -0.018 0.027
H -0.011 0.022 0.011
H -0.011 -0.001 -0.007
H -0.029 -0.009 -0.011
H -0.008 -0.014 0.014
O 0.001 -0.027 -0.033
C 0.055 -0.058 0.111
O -0.053 -0.013 -0.181
C -0.046 -0.019 -0.046
C -0.049 -0.067 -0.026
Ge 0.017 0.036 0.068
C 0.064 -0.008 -0.030
C -0.012 0.004 -0.042
C 0.010 -0.010 -0.002
C 0.021 0.015 -0.018
C -0.029 -0.017 0.025
C 0.033 0.007 0.035
C 0.043 0.078 0.106
C -0.020 0.046 -0.086
C -0.003 0.001 -0.001
C -0.038 0.067 -0.018
C 0.019 0.012 -0.010
C 0.016 -0.088 0.012
C -0.050 -0.017 -0.093
C -0.004 0.046 0.038
C 0.005 -0.002 0.005
C -0.017 0.008 -0.014
C 0.015 -0.005 0.003
C -0.011 0.005 -0.014
H 0.025 0.028 -0.009
H -0.030 0.012 0.023
H 0.030 0.002 -0.002
H 0.003 0.011 0.020
H -0.010 -0.012 0.008
H 0.001 0.000 0.001
H -0.005 0.000 -0.003
H 0.002 0.003 -0.004
H -0.007 0.001 0.002
H 0.002 -0.017 0.008
H 0.001 0.002 -0.008
H -0.001 -0.014 -0.011
H -0.013 -0.002 0.001
H -0.023 0.035 0.003
H 0.004 -0.018 0.008
H 0.000 0.000 -0.002
H 0.001 0.001 0.002
H -0.002 0.001 0.000
H -0.001 -0.002 0.011
N 0.043 0.089 0.155
N -0.077 -0.105 -0.073
N 0.033 0.027 0.026
C -0.049 0.033 -0.013
N 0.133 -0.017 -0.030
N -0.008 0.057 0.016
H -0.004 -0.026 -0.031
H -0.011 0.003 -0.058
H -0.024 -0.010 -0.016

Output
Spin multiplicity ... 1
Largest force on an atom ... 0.2 eV Å⁻¹
Charge ... -1
HOMO-LUMO gap ... 6.909 eV
Energy ... -146132.6044 eV
Energy relative to the best compared isomer or geometry (same formula, charge and spin) ... 0.00 kJ/mol



# 2
DFT (ωB97M-V/def2-TZVPD) results for one molecule with the formula C5H10OS2 at a distorted geometry.

CARTESIAN COORDINATES (ANGSTROEM)
C1 -2.4792 -0.5392 1.0840
S1 -1.7478 -0.5429 -0.5608
C2 -0.7709 0.9377 -0.5016
C3 0.5011 1.0531 -1.3572
C4 0.6520 1.0036 0.1140
O1 0.9450 2.2551 0.6402
C5 1.3531 -0.1374 0.8648
S2 1.7732 -1.6238 -0.0910
H1 -3.2340 -1.3827 1.0569
H2 -1.7190 -0.6559 1.8496
H3 -2.9720 0.4579 1.2436
H4 -1.2995 1.8917 -0.4113
H5 0.6428 2.0736 -1.7587
H6 0.7811 0.3247 -2.1006
H7 0.6995 2.1159 1.5702
H8 2.3083 0.3072 1.1795
H9 0.7696 -0.4845 1.7167
H10 0.5210 -1.9274 -0.2624

Forces on the atoms, in the same order (eV/Å):
C -1.064 0.415 -0.247
S 0.221 0.092 -0.306
C 1.012 0.121 0.133
C -0.548 1.427 -0.518
C -0.503 -1.088 -1.178
O -0.011 -0.099 1.200
C 0.032 0.357 -0.521
S 1.020 0.434 0.205
H 0.869 1.074 0.393
H -0.068 -0.326 0.141
H 0.154 -1.072 -0.070
H -0.043 -0.432 0.049
H -0.111 -0.606 0.282
H 0.087 -0.570 0.475
H 0.204 0.826 -0.090
H -0.275 -0.334 0.168
H 0.105 0.298 0.199
H -1.081 -0.517 -0.314

Output
Spin multiplicity ... 1
Largest force on an atom ... 1.7 eV Å⁻¹
Charge ... 0
Structure (SMILES) ... CS[C@@H]1C[C@]1(O)CS
HOMO-LUMO gap ... 9.198 eV
Energy ... -29063.7669 eV
Energy relative to the best compared isomer or geometry (same formula, charge and spin) ... 111.05 kJ/mol



# 3
DFT (ωB97M-V/def2-TZVPD) results for one molecule with the formula C16H15ClFNO3S at a distorted geometry.

CARTESIAN COORDINATES (ANGSTROEM)
O1 -1.5343 -2.9554 -1.0276
C1 -0.8044 -2.1156 -0.5169
C2 0.2211 -2.3633 0.4525
C3 1.4478 -1.8189 0.3120
S1 1.7369 -0.2543 1.2644
O2 1.9392 -0.7374 2.7291
O3 0.6506 0.7292 0.7776
C4 3.3387 0.4042 0.5583
C5 4.3887 0.2014 1.3731
C6 5.5882 1.1299 0.8942
C7 5.5117 1.5107 -0.2219
C8 4.5043 1.5072 -1.0745
C9 3.3084 1.0694 -0.7410
Cl1 1.8672 0.9247 -1.8148
N1 -0.9392 -0.6944 -0.7360
C10 -2.0799 -0.4164 -1.7510
C11 -3.3232 0.2150 -0.7569
C12 -4.4008 -0.6675 -0.2763
C13 -5.3844 -0.0489 0.1992
C14 -5.4058 1.2800 0.6244
F1 -6.3578 1.8128 1.4987
C15 -4.2841 2.0668 0.3712
C16 -3.3375 1.8241 -0.3658
H1 -0.1735 -2.1159 1.3313
H2 0.1766 -3.5396 0.8100
H3 1.5238 -1.5941 -0.9426
H4 2.1755 -2.4285 0.6365
H5 4.3399 0.1374 2.3890
H6 6.3941 0.9075 1.5593
H7 6.4789 1.8784 -0.7106
H8 4.5263 2.0360 -2.1051
H9 -0.5648 -0.1672 -0.1190
H10 -2.3946 -1.2175 -2.1962
H11 -1.6853 0.4983 -2.1189
H12 -4.3643 -1.6045 -0.6329
H13 -6.1919 -0.7263 0.4815
H14 -4.3242 2.9562 0.6012
H15 -2.5681 2.3765 -0.7557

Forces on the atoms, in the same order (eV/Å):
O 0.723 0.590 0.230
C -2.339 2.914 -1.531
C -3.718 -7.441 1.449
C 3.730 5.075 -5.524
S -1.489 0.273 0.852
O -0.734 2.092 -4.674
O 3.191 -2.250 2.813
C -3.225 -1.294 0.441
C 2.526 5.681 -3.417
C -2.406 -9.570 14.292
C 6.473 6.062 -11.680
C -3.493 2.535 -6.397
C -2.277 -2.728 1.670
Cl 1.838 0.583 0.708
N -5.004 -9.877 -7.504
C 1.028 7.395 8.954
C 0.863 0.957 -0.590
C 9.751 3.332 -5.054
C -8.398 3.064 5.578
C 0.443 -0.971 0.824
F 0.902 -0.958 -1.515
C -7.496 -3.543 3.057
C 5.875 -11.382 -6.631
H -2.089 1.772 3.956
H 0.633 2.354 -1.736
H 0.702 -0.172 3.676
H 3.003 -1.956 0.930
H -0.470 -1.496 2.554
H 0.925 0.969 -0.084
H -1.185 0.014 0.750
H 0.549 -1.079 1.755
H 2.642 5.234 4.786
H -1.186 -4.330 -3.047
H -0.196 0.253 -2.020
H -0.086 -3.428 -0.711
H -0.585 0.658 0.119
H -1.004 9.114 3.232
H 1.582 1.552 -0.515

Output
Spin multiplicity ... 1
Largest force on an atom ... 17.4 eV Å⁻¹
Charge ... 0
Structure (SMILES) ... O=C(CCS(=O)(=O)c1ccccc1Cl)NCc1ccc(F)cc1
HOMO-LUMO gap ... 7.844 eV
Energy ... -50530.8851 eV



# 4
DFT (ωB97M-V/def2-TZVPD) results for a 12-piece molecular cluster, H24O12 overall at a distorted geometry.

CARTESIAN COORDINATES (ANGSTROEM)
O1 -6.7152 -1.4456 7.4177
H1 -6.1470 -0.9765 8.0281
H2 -7.4407 -1.7120 7.9398
O2 -6.4508 -3.5318 5.5764
H3 -6.0930 -2.8279 6.1819
H4 -7.3879 -3.3854 5.8164
O3 -10.4991 -0.4980 4.7759
H5 -10.2503 -1.0682 4.0590
H6 -9.7669 0.0420 5.1331
O4 -8.3534 1.4257 6.3485
H7 -7.7968 0.6472 6.5067
H8 -8.6512 1.6046 7.2199
O5 -9.9157 -6.4244 6.6094
H9 -9.1108 -6.5983 7.1408
H10 -9.7310 -6.3713 5.6764
O6 -11.7108 -4.3725 8.5532
H11 -11.2956 -4.7853 7.7680
H12 -11.7759 -3.4119 8.1999
O7 -9.4697 -4.3010 10.0165
H13 -10.2595 -4.5438 9.4931
H14 -9.8985 -4.1393 10.8477
O8 -8.7907 -1.5692 9.2408
H15 -9.6051 -1.4117 8.7192
H16 -9.0093 -2.3903 9.7450
O9 -10.8969 -1.7871 7.5244
H17 -10.2512 -2.3882 7.0521
H18 -11.1999 -1.1879 6.7971
O10 -4.9711 -5.4906 6.9708
H19 -5.4429 -4.7543 6.5533
H20 -4.8859 -6.0710 6.2150
O11 -7.5450 -5.9068 7.7817
H21 -7.7701 -5.8249 8.7111
H22 -6.5632 -5.7294 7.6542
O12 -9.0266 -3.4927 6.9379
H23 -8.7016 -3.6773 7.8251
H24 -9.1169 -4.4094 6.6522

Forces on the atoms, in the same order (eV/Å):
O 1.776 0.709 -1.522
H 0.219 0.122 0.163
H -1.907 -0.480 1.460
O 0.059 1.018 1.073
H -0.127 -0.496 -0.804
H 0.209 -0.445 -0.263
O -0.543 0.640 1.183
H 0.694 -0.052 -0.324
H -0.109 -0.432 -0.658
O 0.542 -0.900 -1.023
H 0.125 0.017 -0.269
H -0.682 0.560 1.262
O -0.691 0.331 0.949
H 0.028 0.131 -0.957
H 0.526 -0.295 -0.267
O 0.166 1.715 -1.698
H -0.384 -0.311 0.409
H 0.112 -1.654 1.030
O 0.344 -0.225 -0.357
H -0.198 0.220 -0.443
H 0.029 0.116 1.011
O -0.253 -0.671 0.397
H 0.130 0.033 0.122
H 0.252 0.615 -0.473
O -0.202 0.292 -1.422
H -0.525 0.472 0.541
H 0.266 -0.546 0.733
O -0.150 0.047 0.181
H -0.140 0.616 -0.253
H 0.250 -0.530 -0.130
O 0.692 0.224 -0.107
H 0.273 0.094 0.335
H -0.966 -0.508 0.284
O 0.292 -0.439 -0.211
H 0.218 0.440 0.514
H -0.321 -0.428 -0.467

Output
Spin multiplicity ... 1
Largest force on an atom ... 2.4 eV Å⁻¹
Charge ... 0
Structure (SMILES) ... O.O.O.O.O.O.O.O.O.O.O.O
HOMO-LUMO gap ... 11.674 eV
Energy ... -24961.4906 eV
Energy relative to the best compared isomer or geometry (same formula, charge and spin) ... 19.67 kJ/mol